[1]
12
Properties=species:S:1:pos:R:3 method="wB97M-V/def2-TZVPD" fmax_ev_per_a=3.09 homo_energy_ev=-9.2 e_tot_ev=-8798.664 lumo_ev=0.01 relative_energy_kj_mol=458.80 orbital_gap_ev=9.3
O 0.82 1.11 2.15
C 0.60 0.94 1.05
C 1.07 -0.57 -0.21
C 2.18 -1.03 -0.32
C -0.94 0.83 -0.23
C -0.39 -0.52 -0.59
N -2.09 0.97 0.32
H 3.08 -1.55 -0.55
H -0.52 1.65 -0.82
H -0.92 -1.31 -0.03
H -0.59 -0.68 -1.66
H -2.30 0.15 0.90

***

[2]
12
Properties=species:S:1:pos:R:3 method="wB97M-V/def2-TZVPD" fmax_ev_per_a=1.14 homo_energy_ev=-10.3 e_tot_ev=-8802.306 lumo_ev=0.39 relative_energy_kj_mol=107.36 orbital_gap_ev=10.7
N 2.79 1.62 0.16
C 2.24 0.64 -0.14
C 1.54 -0.56 -0.50
C 0.21 -0.66 -0.45
C -0.72 0.44 -0.03
C -1.91 -0.08 0.76
O -2.12 -1.25 0.97
H 2.15 -1.40 -0.82
H -0.25 -1.60 -0.72
H -1.13 0.95 -0.91
H -0.21 1.21 0.56
H -2.60 0.70 1.13

***

[3]
12
Properties=species:S:1:pos:R:3 method="wB97M-V/def2-TZVPD" fmax_ev_per_a=0.74 homo_energy_ev=-9.8 e_tot_ev=-8799.790 lumo_ev=0.35 relative_energy_kj_mol=350.14 orbital_gap_ev=10.2
C 1.08 1.37 -0.25
C -0.17 1.10 -0.63
C -1.30 1.46 0.18
N -2.21 1.77 0.82
H 1.29 1.86 0.69
H 1.92 1.09 -0.88
H -0.39 0.59 -1.56
C -1.15 -1.92 0.32
C 0.02 -1.72 0.19
O 1.31 -1.50 0.02
H -2.20 -2.08 0.45
H 1.80 -2.03 0.66

***

[4]
12
Properties=species:S:1:pos:R:3 method="wB97M-V/def2-TZVPD" fmax_ev_per_a=1.17 homo_energy_ev=-10.3 e_tot_ev=-8801.823 lumo_ev=-0.32 relative_energy_kj_mol=153.98 orbital_gap_ev=9.9
N -0.34 0.68 -2.77
C -0.95 0.44 -1.81
C -1.52 0.07 -0.51
C -0.32 -0.56 0.14
C 0.43 0.08 1.04
C 1.89 -0.17 1.11
O 2.49 -0.82 0.29
H -1.82 0.99 0.02
H -2.40 -0.57 -0.64
H 0.08 -1.45 -0.36
H 0.04 0.93 1.59
H 2.43 0.39 1.90

***

[5]
12
Properties=species:S:1:pos:R:3 method="wB97M-V/def2-TZVPD" fmax_ev_per_a=4.11 homo_energy_ev=-10.7 e_tot_ev=-8799.423 lumo_ev=-0.05 relative_energy_kj_mol=385.60 orbital_gap_ev=10.7
O -1.96 -0.32 0.04
C -0.79 -0.95 0.48
C 0.30 -0.19 -0.26
C 0.47 1.20 0.14
C 0.57 2.39 0.31
C 1.58 -0.93 -0.27
N 2.55 -1.56 -0.31
H -1.68 -0.12 -0.96
H -0.61 -0.85 1.56
H -0.73 -2.02 0.23
H -0.38 -0.11 -1.41
H 0.65 3.45 0.44

***

[6]
12
Properties=species:S:1:pos:R:3 method="wB97M-V/def2-TZVPD" fmax_ev_per_a=3.68 homo_energy_ev=-8.6 e_tot_ev=-8800.457 lumo_ev=0.55 relative_energy_kj_mol=285.79 orbital_gap_ev=9.2
O -1.46 -1.38 1.53
C -0.84 -0.86 0.64
C -0.58 0.56 0.37
C 0.89 0.90 0.42
C 0.22 0.66 -0.90
C 0.51 -0.70 -1.52
N 0.00 -1.53 -0.63
H -0.24 -2.49 -0.53
H -1.34 1.28 0.64
H 1.57 0.12 0.77
H 1.15 1.91 0.72
H 0.06 1.52 -1.55

***

[7]
13
Properties=species:S:1:pos:R:3 method="wB97M-V/def2-TZVPD" fmax_ev_per_a=6.86 homo_energy_ev=-8.8 e_tot_ev=-10846.267 lumo_ev=0.06 relative_energy_kj_mol=487.06 orbital_gap_ev=8.8
O -2.09 1.20 1.10
C -0.94 1.50 0.67
C -0.09 0.72 -0.12
C 1.21 0.80 -0.32
C 1.59 -0.50 -0.60
C 0.51 -1.41 -0.56
N -0.55 -0.67 -0.35
O -1.72 -1.33 -0.10
H -0.65 2.62 0.94
H 1.67 1.79 -0.38
H 2.70 -1.11 -0.66
H 0.66 -2.68 -0.20
H -2.30 -0.93 0.58

***

[8]
13
Properties=species:S:1:pos:R:3 method="wB97M-V/def2-TZVPD" fmax_ev_per_a=3.72 homo_energy_ev="-9.5 / -9.5" e_tot_ev=-10848.241 lumo_ev="-0.10 / -0.10" relative_energy_kj_mol=296.56 orbital_gap_ev="9.4 / 9.4"
H 0.06 1.83 -2.02
N -0.43 1.21 -1.40
C 0.35 0.73 -0.53
C 1.61 0.81 0.31
C 0.68 -0.32 0.36
C 0.74 -1.65 0.60
H 1.75 1.36 1.26
H 2.49 0.69 -0.18
H -0.09 -2.33 0.44
H 1.64 -1.99 0.92
O -2.87 0.88 0.67
C -2.90 -0.10 0.06
O -3.01 -1.11 -0.50

***

[9]
13
Properties=species:S:1:pos:R:3 method="wB97M-V/def2-TZVPD" fmax_ev_per_a=3.40 homo_energy_ev=-9.5 e_tot_ev=-10849.824 lumo_ev=0.53 relative_energy_kj_mol=143.90 orbital_gap_ev=10.1
C 1.98 1.12 0.11
C 1.01 0.38 -0.84
O 1.23 0.07 -1.96
C -0.26 -0.06 -0.30
N -1.41 -0.03 -0.96
C -2.27 -0.74 -0.11
C -1.55 -1.30 0.93
O -0.27 -0.84 0.77
H 1.95 0.78 1.11
H 2.94 1.27 -0.26
H 1.62 2.16 0.15
H -3.27 -0.89 -0.45
H -1.69 -1.92 1.81

***

[10]
13
Properties=species:S:1:pos:R:3 method="wB97M-V/def2-TZVPD" fmax_ev_per_a=1.59 homo_energy_ev=-9.4 e_tot_ev=-10850.083 lumo_ev=-0.46 relative_energy_kj_mol=118.87 orbital_gap_ev=8.9
O 2.92 0.42 0.06
C 1.72 0.37 0.01
C 0.98 -0.97 -0.02
C -0.50 -0.89 0.00
C -1.12 0.31 0.01
O -2.46 0.50 0.03
C -0.31 1.51 -0.01
N 0.96 1.54 -0.02
H 1.34 -1.56 0.83
H 1.31 -1.51 -0.91
H -1.06 -1.82 0.01
H -2.93 -0.35 0.04
H -0.84 2.46 -0.04

***

[11]
13
Properties=species:S:1:pos:R:3 method="wB97M-V/def2-TZVPD" fmax_ev_per_a=5.75 homo_energy_ev=-9.7 e_tot_ev=-10845.942 lumo_ev=-0.60 relative_energy_kj_mol=518.41 orbital_gap_ev=9.1
O -1.29 0.25 2.40
C -0.66 -0.07 1.34
C 0.81 0.25 1.04
C 0.67 0.51 -0.50
N 0.95 -0.14 -1.81
C -0.23 -0.73 -0.99
C -1.44 -0.44 -0.12
O -2.64 -0.36 -0.33
H 1.26 1.14 1.59
H 1.36 -0.73 1.17
H 0.19 1.43 -0.69
H 0.81 0.48 -2.57
H 0.20 -1.58 -0.54

***

[12]
13
Properties=species:S:1:pos:R:3 method="wB97M-V/def2-TZVPD" fmax_ev_per_a=3.52 homo_energy_ev=-9.7 e_tot_ev=-10847.109 lumo_ev=0.95 relative_energy_kj_mol=405.83 orbital_gap_ev=10.7
C 1.36 -0.38 -0.11
C 0.45 0.50 -1.02
C 0.65 0.40 1.00
C -0.90 -0.11 0.75
C -0.99 0.00 -0.71
H 0.77 0.90 -1.98
H 0.92 0.67 2.02
H -1.67 0.22 1.41
H -0.34 -1.83 -0.19
H -1.88 0.48 -1.15
N -1.22 -1.28 -0.02
O 2.29 -1.06 -0.06
O 0.57 1.48 0.05